C80H183F6N4O2P5 | ωB97M-V with the def2-TZVPD basis set

* highest occupied orbital energy (spin up / spin down): -11.413 / -15.364 eV
* orbital gap (spin up / spin down): 3.6 / 7.5 eV

The geometry in ORCA input format:
```
! wB97M-V def2-TZVPD RIJCOSX def2/J DEFGRID3
* xyz 5 2
C -5.293 -4.611 0.956
N -5.038 -4.748 -0.601
C -5.427 -6.220 -1.021
C -6.019 -3.808 -1.367
C -3.574 -4.616 -1.089
C -2.964 -3.192 -1.158
O -3.123 -2.578 0.086
H -5.198 -3.649 1.461
H -4.480 -5.230 1.335
H -6.275 -5.070 1.073
H -5.552 -6.327 -2.098
H -6.368 -6.390 -0.499
H -4.645 -6.884 -0.652
H -5.848 -2.891 -0.803
H -7.040 -4.188 -1.340
H -5.674 -3.559 -2.370
H -3.564 -4.917 -2.137
H -2.880 -5.216 -0.500
H -3.395 -2.752 -2.057
H -1.908 -3.015 -1.360
H -2.717 -1.711 0.012
C -2.753 4.022 1.861
N -4.164 4.018 2.633
C -3.950 4.587 4.036
C -5.223 4.921 1.914
C -4.544 2.541 2.871
C -4.516 1.585 1.607
O -5.546 2.019 0.726
H -2.007 3.496 2.456
H -2.413 5.041 1.676
H -2.879 3.576 0.875
H -4.868 4.357 4.578
H -3.657 5.622 3.866
H -3.111 4.023 4.443
H -4.930 5.967 1.825
H -6.153 4.911 2.483
H -5.298 4.467 0.926
H -5.511 2.391 3.351
H -3.844 2.057 3.552
H -4.589 0.547 1.931
H -3.595 1.655 1.028
H -5.471 1.877 -0.220
C -0.341 -5.451 7.718
C 0.146 -5.198 6.276
N -0.536 -4.146 5.479
C -0.127 -2.856 5.256
C -1.082 -2.120 4.457
N -1.997 -3.101 4.050
C -1.721 -4.279 4.746
C -3.194 -3.101 3.145
H -0.044 -4.546 8.248
H 0.122 -6.394 8.006
H -1.422 -5.588 7.751
H 0.088 -6.182 5.811
H 1.217 -4.994 6.279
H 0.809 -2.523 5.680
H -1.328 -1.171 4.004
H -2.336 -5.167 4.775
H -3.845 -3.784 3.691
H -3.010 -3.583 2.185
H -3.652 -2.122 3.004
C 6.637 3.937 8.062
C 5.202 3.417 8.308
C 4.525 3.034 6.984
C 3.312 2.145 7.076
P 2.637 1.571 5.504
C 0.997 0.822 5.724
C -0.016 1.568 6.652
C -1.235 0.748 6.788
C -2.366 1.481 7.398
C 2.481 2.980 4.303
C 1.383 4.051 4.689
C 1.454 5.283 3.800
C 0.182 6.072 3.771
C 3.701 0.249 4.820
C 3.056 -0.578 3.579
C 3.690 -1.955 3.351
C 5.213 -1.886 2.994
H 7.204 4.379 8.881
H 6.553 4.777 7.373
H 7.268 3.154 7.641
H 4.738 4.239 8.854
H 5.199 2.687 9.118
H 5.199 2.430 6.377
H 4.308 3.940 6.418
H 2.555 2.453 7.797
H 3.660 1.250 7.591
H 1.150 -0.203 6.063
H 0.588 0.846 4.714
H -0.382 2.545 6.339
H 0.477 1.791 7.598
H -0.989 -0.247 7.157
H -1.536 0.283 5.850
H -1.919 2.295 7.969
H -3.067 0.880 7.978
H -2.955 1.994 6.637
H 2.249 2.510 3.347
H 3.494 3.356 4.442
H 1.325 4.451 5.702
H 0.506 3.449 4.454
H 1.618 4.997 2.761
H 2.223 6.002 4.080
H 0.346 7.022 3.264
H -0.068 6.272 4.813
H -0.642 5.546 3.287
H 4.084 -0.461 5.553
H 4.593 0.784 4.493
H 2.965 -0.118 2.595
H 2.004 -0.801 3.759
H 3.123 -2.602 2.682
H 3.685 -2.460 4.316
H 5.385 -2.132 1.946
H 5.759 -2.677 3.509
H 5.678 -0.955 3.317
C -8.984 9.581 -2.103
C -7.499 10.053 -2.163
C -6.566 8.884 -1.593
C -5.172 9.080 -2.117
P -4.481 8.166 -3.677
C -2.793 8.897 -3.826
C -2.718 10.427 -3.754
C -1.850 11.118 -4.838
C -2.162 10.843 -6.337
C -4.416 6.423 -3.462
C -4.235 5.820 -2.016
C -3.972 4.303 -2.001
C -2.554 3.752 -2.299
C -5.638 8.639 -5.009
C -5.630 7.748 -6.252
C -4.285 7.928 -7.128
C -4.327 7.381 -8.501
H -9.542 10.015 -2.933
H -9.432 9.962 -1.185
H -8.977 8.492 -2.052
H -7.265 10.981 -1.640
H -7.256 10.196 -3.215
H -6.875 7.885 -1.900
H -6.579 8.922 -0.503
H -4.441 8.805 -1.356
H -4.999 10.134 -2.336
H -2.439 8.509 -4.782
H -2.215 8.419 -3.036
H -2.357 10.852 -2.817
H -3.685 10.887 -3.959
H -0.857 10.837 -4.488
H -1.865 12.184 -4.613
H -1.959 9.789 -6.525
H -1.421 11.281 -7.005
H -3.106 11.267 -6.679
H -3.755 6.051 -4.245
H -5.387 6.033 -3.766
H -5.073 5.868 -1.320
H -3.499 6.347 -1.409
H -4.625 3.972 -2.809
H -4.212 3.915 -1.010
H -2.634 2.710 -2.610
H -1.805 3.807 -1.510
H -2.128 4.308 -3.135
H -5.642 9.718 -5.160
H -6.598 8.605 -4.494
H -6.435 8.185 -6.843
H -5.860 6.682 -6.252
H -3.514 7.499 -6.489
H -4.072 8.990 -7.253
H -3.351 7.247 -8.967
H -4.882 8.144 -9.047
H -4.868 6.461 -8.721
C 3.484 -5.332 3.933
C 3.230 -6.827 4.015
C 2.347 -7.344 2.816
C 3.194 -7.635 1.458
P 2.211 -7.769 -0.159
C 3.373 -8.028 -1.549
C 2.860 -8.651 -2.825
C 3.995 -9.019 -3.766
C 3.618 -9.943 -4.931
C 1.315 -6.155 -0.421
C 1.980 -4.833 -0.012
C 0.946 -3.752 0.082
C 0.145 -3.822 1.389
C 1.023 -9.066 0.038
C -0.216 -8.828 -0.918
C -1.067 -10.074 -0.741
C -2.458 -9.995 -1.406
H 4.024 -5.044 3.031
H 4.054 -4.914 4.762
H 2.468 -4.939 3.888
H 2.612 -6.984 4.898
H 4.157 -7.378 4.174
H 1.514 -6.645 2.734
H 1.830 -8.203 3.244
H 3.904 -8.438 1.657
H 3.682 -6.661 1.419
H 4.216 -8.581 -1.135
H 3.740 -7.070 -1.917
H 2.169 -7.990 -3.348
H 2.200 -9.474 -2.551
H 4.748 -9.516 -3.154
H 4.581 -8.219 -4.219
H 2.775 -9.522 -5.480
H 3.231 -10.854 -4.475
H 4.400 -10.173 -5.654
H 0.459 -6.321 0.232
H 0.973 -6.070 -1.452
H 2.720 -4.553 -0.761
H 2.595 -4.872 0.887
H 0.292 -3.697 -0.788
H 1.365 -2.746 0.054
H -0.002 -2.842 1.843
H 0.752 -4.371 2.109
H -0.868 -4.176 1.198
H 0.835 -9.130 1.110
H 1.426 -10.041 -0.232
H 0.113 -8.708 -1.950
H -0.810 -7.962 -0.624
H -1.191 -10.380 0.297
H -0.518 -10.933 -1.126
H -3.080 -10.886 -1.330
H -2.293 -9.670 -2.433
H -2.986 -9.163 -0.939
C 3.403 -5.621 -5.423
C 2.442 -4.617 -4.633
C 2.728 -3.143 -5.047
C 4.221 -2.716 -4.817
P 4.497 -1.002 -4.371
C 4.160 0.109 -5.913
C 2.644 0.512 -6.074
C 2.353 1.328 -7.335
C 2.880 0.705 -8.649
C 6.314 -0.860 -3.921
C 6.832 -1.508 -2.569
C 8.036 -0.905 -1.954
C 9.357 -1.340 -2.586
C 3.547 -0.468 -2.893
C 4.037 0.729 -1.966
C 3.739 0.622 -0.452
C 3.858 1.883 0.327
H 2.999 -6.552 -5.026
H 4.442 -5.513 -5.111
H 3.284 -5.542 -6.504
H 2.412 -4.843 -3.567
H 1.499 -4.908 -5.094
H 2.171 -2.583 -4.295
H 2.455 -2.912 -6.076
H 4.734 -2.935 -5.753
H 4.712 -3.355 -4.083
H 4.455 -0.393 -6.834
H 4.653 1.079 -5.980
H 2.468 1.092 -5.168
H 2.035 -0.374 -5.892
H 2.916 2.260 -7.287
H 1.326 1.674 -7.455
H 2.627 -0.329 -8.882
H 3.967 0.634 -8.606
H 2.517 1.331 -9.464
H 6.604 0.189 -3.980
H 6.861 -1.388 -4.702
H 7.057 -2.574 -2.603
H 5.959 -1.429 -1.921
H 7.827 -1.051 -0.895
H 7.973 0.158 -2.188
H 9.383 -2.407 -2.807
H 10.276 -1.001 -2.108
H 9.340 -1.014 -3.626
H 3.500 -1.376 -2.292
H 2.536 -0.393 -3.294
H 3.496 1.600 -2.336
H 5.105 0.809 -2.170
H 4.264 -0.232 -0.024
H 2.693 0.315 -0.457
H 4.822 2.253 0.676
H 3.360 1.658 1.270
H 3.369 2.709 -0.189
P -0.450 0.358 1.120
F 0.800 1.286 1.297
F 0.180 -0.642 2.296
F -1.351 1.118 2.301
F -1.774 -0.623 0.861
F -0.937 1.475 0.076
F 0.239 -0.570 -0.112
*
```

Atomic partial charges in e from the Mulliken method, atoms 1 to 5: atom 1 (C): -0.622, atom 2 (N): 0.001, atom 3 (C): -1.122, atom 4 (C): -0.737, atom 5 (C): -0.634